[1]
Density functional theory data (ωB97M-V/def2-TZVPD) for 11 unconnected molecules or ions with the total composition C5H34N2O11.

Properties
- E: -31237.3847 eV
- Net charge: 0
- SMILES string: CN[C@H](CO)CCN.O.O.O.O.O.O.O.O.O.O
- E_HOMO: -9.251 eV
- Relative energy (zero: lowest compared OMol25 entry of this formula, charge and spin): 413.3 kJ/mol

Atoms and positions in Å:
1 C 2.947892 1.173084 1.019186
2 N 2.339366 -0.142809 1.171869
3 C 0.882432 -0.121483 0.883115
4 C 0.058470 0.524835 2.002744
5 O -0.692059 1.581501 1.426764
6 C 0.486930 -1.579656 0.523604
7 C -0.727428 -1.831433 -0.389543
8 N -1.053711 -0.799184 -1.444578
9 H 3.856192 1.204472 0.448723
10 H 2.188018 1.778945 0.599701
11 H 3.188161 1.696947 1.987956
12 H 2.424656 -0.526772 2.074935
13 H 0.827242 0.501570 -0.096009
14 H -0.800201 -0.034826 2.420735
15 H 0.791752 0.887465 2.731551
16 H -0.432628 2.513486 1.557138
17 H 1.232802 -2.164244 -0.050316
18 H 0.346771 -2.005435 1.457206
19 H -0.717429 -2.773864 -0.977458
20 H -1.581718 -1.889539 0.359109
21 H -1.182242 0.124923 -0.977846
22 H -0.193111 -0.653865 -1.934657
23 O 0.905169 0.680414 -3.833721
24 H 1.384804 -0.000320 -3.328316
25 H 1.547253 1.415502 -3.746171
26 O 1.038716 3.740067 1.643608
27 H 1.655987 4.000919 2.292632
28 H 1.377462 3.701203 0.742404
29 O 2.402877 -3.073666 2.842942
30 H 2.977507 -3.356996 2.124702
31 H 3.165758 -2.555593 3.156148
32 O 2.221172 2.698794 -1.637695
33 H 2.740481 3.507638 -1.619359
34 H 1.405740 2.892756 -2.151529
35 O 2.136310 -0.894718 -2.028736
36 H 2.044601 -0.437234 -1.162797
37 H 3.076184 -1.010158 -2.093183
38 O -1.920693 -1.768961 3.283327
39 H -1.936057 -2.274736 4.074969
40 H -2.435872 -2.273687 2.607178
41 O -3.600988 -2.129508 -3.184427
42 H -3.446956 -1.474936 -2.521413
43 H -3.106967 -1.670373 -3.889427
44 O -4.270205 -1.597316 0.809956
45 H -4.636615 -2.144281 0.106345
46 H -3.624626 -1.117900 0.254893
47 O -2.939931 0.817020 -2.998740
48 H -3.262951 1.298017 -2.189985
49 H -2.127069 0.450133 -2.660914
50 O -2.580820 1.771644 -0.185349
51 H -1.638559 1.986066 -0.174605
52 H -2.741874 1.356084 0.673318

Atoms 1-2, force components in eV/Å:
C -0.1 0.4 2.3
N -0.4 0.3 -1.3

[2]
Density functional theory data (ωB97M-V/def2-TZVPD) for 11 unconnected molecules or ions with the total composition C5H35N2O10.

Properties
- E: -29203.0612 eV
- Net charge: +1
- E_HOMO: -11.766 eV
- Relative energy (zero: lowest compared OMol25 entry of this formula, charge and spin): 267.9 kJ/mol

Atoms and positions in Å:
1 N 1.671024 -0.716090 -0.961845
2 C 1.707397 0.849102 -0.484738
3 C 1.696737 0.673224 1.061663
4 N 0.606119 -0.227178 1.507546
5 C -1.279296 -0.345030 3.098376
6 C -0.717441 0.354694 1.849560
7 C -0.801831 1.868134 2.048344
8 H 2.211544 -1.257666 -0.252990
9 H 0.712066 -1.097181 -0.908032
10 H 1.970931 -0.852732 -1.948590
11 H 0.856037 1.311058 -0.961672
12 H 2.722397 1.167119 -0.767962
13 H 1.820889 1.548491 1.694287
14 H 2.740227 0.312365 1.273318
15 H 0.927718 -0.857379 2.230979
16 H -0.563948 -1.142169 3.433315
17 H -2.047533 -1.098647 2.984472
18 H -1.614765 0.336602 3.907229
19 H -1.349405 0.127198 0.997724
20 H -0.234535 2.091004 2.946426
21 H -0.430141 2.474209 1.237914
22 H -1.819248 2.185337 2.375651
23 H -1.391715 1.855055 -0.730360
24 H -1.622440 3.274572 -1.409598
25 O -0.975653 2.691873 -1.000558
26 H -0.499283 -2.653189 1.033690
27 H 0.310520 -3.810882 0.534393
28 O -0.377573 -3.196327 0.239293
29 H 3.639130 -2.796808 0.767253
30 H 2.553833 -3.090896 1.831643
31 O 2.709668 -2.658381 0.986430
32 H 0.614432 0.308563 -3.753816
33 H 1.253605 -0.752390 -4.702382
34 O 1.309278 -0.383878 -3.815805
35 H -0.460061 1.928724 -2.779488
36 H -1.503355 0.992306 -3.167314
37 O -0.699907 1.400790 -3.554395
38 H 2.449023 -1.943680 4.444570
39 H 3.206999 -0.999125 3.512678
40 O 2.599632 -1.748740 3.509844
41 H 0.756025 3.284934 -0.413520
42 H 1.795138 4.261273 -0.634024
43 O 1.623359 3.538637 -0.010951
44 H -5.426199 -0.514039 -1.714930
45 H -5.265134 0.969654 -2.203039
46 O -4.953177 0.311272 -1.574534
47 H -0.798189 -3.118348 -1.777507
48 H -1.592845 -2.326723 -2.948971
49 O -1.032339 -2.272629 -2.170477
50 H -1.742618 -0.659044 -1.633632
51 H -3.112802 0.179153 -1.520264
52 O -2.152293 0.223809 -1.705207

Atoms 1-2, force components in eV/Å:
N -0.2 1.2 0.3
C 0.9 -2.9 0.8

[3]
Density functional theory data (ωB97M-V/def2-TZVPD) for 12 unconnected molecules or ions with the total composition C5H35NO12S.

Properties
- E: -42647.6430 eV
- Net charge: 0
- SMILES string: OCCCNCCS.O.O.O.O.O.O.O.O.O.O.O
- E_HOMO: -8.931 eV
- Relative energy (zero: lowest compared OMol25 entry of this formula, charge and spin): 309.0 kJ/mol

Atoms and positions in Å:
1 O -2.816917 -0.627979 -0.011920
2 C -1.829599 -1.549694 -0.363355
3 C -1.165603 -2.196616 0.857124
4 C 0.095935 -1.404182 1.329150
5 N -0.074117 0.006784 1.570547
6 C 1.134623 0.664392 2.213719
7 C 0.906927 2.153888 2.124842
8 S 2.006489 3.276465 1.086789
9 H -3.377618 -0.912792 0.740489
10 H -1.249657 -0.967162 -1.078934
11 H -2.303601 -2.259875 -1.058998
12 H -0.887173 -3.261213 0.742149
13 H -1.898124 -2.199706 1.686840
14 H 0.397956 -1.983638 2.252305
15 H 0.813289 -1.752174 0.470569
16 H -0.293951 0.472449 0.669339
17 H 1.141831 0.286998 3.237573
18 H 2.062337 0.335492 1.757927
19 H 1.159553 2.598526 3.096929
20 H -0.087469 2.413142 1.783844
21 H 1.958108 2.667602 -0.100793
22 O -2.248392 3.416107 0.651516
23 H -2.178358 2.742729 1.348505
24 H -1.795088 4.191332 1.017360
25 O -0.202305 -2.166860 -3.349424
26 H 0.509072 -1.676727 -3.780458
27 H -0.997989 -1.705409 -3.675118
28 O -2.545894 1.507193 3.092739
29 H -2.787945 0.763053 3.668187
30 H -1.727921 1.086756 2.756268
31 O 4.037260 0.832920 -1.795564
32 H 3.101464 0.603472 -1.678070
33 H 4.284524 0.499217 -2.661195
34 O 3.157510 -2.800073 2.313651
35 H 4.072659 -2.749343 2.640053
36 H 3.195649 -3.173601 1.429177
37 O 1.254143 0.668907 -1.262705
38 H 0.971550 -0.003843 -1.898228
39 H 0.524683 1.281219 -1.385338
40 O -1.637890 0.953579 -3.708554
41 H -0.999866 1.514531 -4.185809
42 H -2.513333 1.307302 -3.893453
43 O -1.614733 -1.471220 4.072564
44 H -0.998235 -0.739305 4.103360
45 H -1.309070 -2.312828 4.416618
46 O 2.356091 -4.317849 -2.777731
47 H 1.625069 -3.892945 -2.313120
48 H 2.567205 -3.748189 -3.524720
49 O 0.459843 2.914616 -3.855120
50 H 0.961754 2.463865 -3.145728
51 H -0.321031 3.343082 -3.493003
52 O -1.280754 1.540159 -0.922794
53 H -1.566102 2.384623 -0.504555
54 H -2.046789 0.982823 -0.705448

Atoms 1-2, force components in eV/Å:
O -1.5 1.1 1.2
C -0.6 -1.1 -1.0

[4]
Density functional theory data (ωB97M-V/def2-TZVPD) for 12 unconnected molecules or ions with the total composition C5H36N2O11.

Properties
- E: -31273.3334 eV
- Net charge: 0
- SMILES string: CCNCCCN.O.O.O.O.O.O.O.O.O.O.O
- E_HOMO: -9.696 eV
- Relative energy (zero: lowest compared OMol25 entry of this formula, charge and spin): 53.0 kJ/mol

Atoms and positions in Å:
1 C 0.012615 1.371061 3.352768
2 C -0.725294 0.061358 3.097238
3 N -0.717444 -0.379856 1.701026
4 C -1.804414 -1.313829 1.412783
5 C -1.602264 -2.074631 0.064639
6 C -0.807227 -1.363044 -1.020532
7 N -1.481568 -0.330793 -1.813666
8 H 0.052171 2.027389 2.489635
9 H -0.477433 1.908955 4.165734
10 H 1.030185 1.187629 3.676710
11 H -0.436551 -0.780076 3.732704
12 H -1.769554 0.254251 3.385886
13 H -0.711439 0.360592 1.008640
14 H -1.892922 -2.043997 2.206879
15 H -2.750279 -0.768684 1.344375
16 H -1.106425 -3.028866 0.202350
17 H -2.613408 -2.290496 -0.258271
18 H 0.110362 -0.973508 -0.600937
19 H -0.456670 -2.078082 -1.757328
20 H -2.345142 -0.697084 -2.193654
21 H -1.756519 0.463291 -1.246447
22 O -1.851803 2.970443 -0.463067
23 H -2.026746 3.442636 -1.283993
24 H -0.872935 3.054721 -0.277464
25 O 1.870702 -1.387004 1.666687
26 H 0.937717 -1.038131 1.788029
27 H 2.278650 -1.443043 2.536965
28 O 2.114909 -3.324511 -3.832977
29 H 1.696352 -2.716409 -3.196884
30 H 2.335671 -4.044448 -3.223291
31 O -4.315614 1.559361 -1.275366
32 H -4.951268 1.296215 -0.606817
33 H -3.499440 1.822449 -0.834874
34 O 1.968370 -3.219945 -0.425829
35 H 2.801971 -3.565046 -0.067718
36 H 1.686634 -2.607766 0.277946
37 O 1.937656 0.901929 -0.005050
38 H 2.884849 1.087101 -0.052600
39 H 1.786924 0.052129 0.432536
40 O 2.419991 -1.100668 -2.187813
41 H 2.148140 -1.707761 -1.475831
42 H 3.186551 -1.462250 -2.645420
43 O 4.301716 0.729575 -1.207652
44 H 3.983077 1.379743 -1.845614
45 H 3.601365 0.042686 -1.234692
46 O 0.603649 1.463894 -2.645410
47 H 1.323129 0.859227 -2.406288
48 H -0.173485 0.867559 -2.513877
49 O -2.976783 2.305414 1.981980
50 H -2.928506 2.987760 2.656462
51 H -2.776604 2.745676 1.136227
52 O 0.791491 3.219860 -0.576555
53 H 0.644731 2.528151 -1.258489
54 H 1.318147 2.788880 0.116208

Atoms 1-2, force components in eV/Å:
C 0.4 -0.4 0.5
C -1.6 0.9 -0.2